Density functional theory data (ωB97M-V/def2-TZVPD) for C17H35AlBNO4P2 as an isolated structure.

ORCA input file:
```
! RIJCOSX wB97M-V def2-TZVPD def2/J DEFGRID3
* xyz 2 1
P -2.15138 -0.07363 1.13505
P 0.84527 -0.89241 -2.22824
Al -0.51804 -0.46430 -0.44927
O 0.43243 1.94635 1.16965
O 1.91867 -4.61847 -0.38582
O -1.27115 -4.76737 -0.18286
O 2.22516 0.49967 0.79937
N -1.97023 -0.33305 -1.80972
C -2.35115 -0.77406 2.79767
C -0.21888 -0.17018 -3.53602
C 1.41546 2.22531 2.16882
C 3.48487 2.56534 0.71455
C -1.67459 -0.16524 -3.11887
C -4.02927 -0.16756 -3.65465
C -4.29338 -0.37680 -2.30549
C -3.25022 -0.43630 -1.39236
C -3.49535 -0.70415 0.07710
C 2.51458 -0.20124 -2.33538
C 0.92716 1.59803 3.47032
C 0.87096 -2.64413 -2.71598
C -2.64235 1.67784 1.28556
C -2.69905 -0.03990 -4.04735
C 3.70147 0.96198 2.56549
C 1.42491 3.72973 2.36080
C 2.71964 1.57684 1.59651
B 0.86007 0.73415 0.60651
H 2.09260 4.00258 3.19170
H -2.32425 -1.87465 2.74760
H 3.22687 0.21612 3.20579
H 1.51833 -3.24963 -2.05936
H 1.21043 -2.69327 -3.76365
H 2.81790 3.11465 0.03257
H 1.76111 4.26466 1.46435
H -0.10662 -0.77823 -4.44608
H -1.96188 2.22358 1.95570
H -3.66757 1.70147 1.68593
H -1.54088 -0.42442 3.45834
H 0.88633 0.49844 3.42285
H 4.15616 1.74169 3.17941
H 4.25566 2.04310 0.12828
H 1.59396 1.90448 4.28516
H -4.84297 -0.13175 -4.38879
H -2.63556 2.15813 0.29751
H -4.42744 -0.21639 0.38881
H 4.01428 3.30374 1.33483
H 2.52541 -5.34748 -0.62234
H -0.44380 -5.16369 0.17415
H -0.14749 -3.05847 -2.64660
H 4.50296 0.45731 2.01617
H 2.49996 0.87560 -2.10396
H -2.40351 0.09681 -5.08224
H 2.35900 -4.10958 0.32013
H 2.91495 -0.35380 -3.34940
H -5.29330 -0.51315 -1.90475
H 0.41207 4.08045 2.60780
H -3.31978 -0.45011 3.21074
H 0.11148 0.85001 -3.78771
H -3.58133 -1.79619 0.22859
H 3.16726 -0.70113 -1.60282
H -2.01359 -5.32112 0.16459
H -0.09233 1.96379 3.67129
*
```

Calculated values
HOMO-LUMO gap ... 7.29 eV
E_HOMO ... -0.5267 Ha
Calculated total energy ... -53718.2814 eV